12 unconnected molecules or ions with the total composition C44H68Br4O30 at a distorted geometry. Source: the Open Molecules 2025 dataset; level of theory: ωB97M-V with the def2-TZVPD basis set.

Atoms and positions in Å:
Br 0.54500 -2.63546 5.52699
C 2.28865 -2.45186 4.57404
C 3.28024 -1.98702 5.51153
Br 3.41663 -3.45162 6.82578
H 2.17007 -1.70312 3.79083
H 2.56415 -3.35004 4.02135
H 3.11131 -1.01552 5.97601
H 4.26060 -1.76059 5.09234
Br 1.40541 1.22864 4.44970
C 0.02471 1.39095 5.92872
C 0.61842 1.36394 7.34829
Br -0.84892 1.67711 8.71490
H -0.64497 0.53138 5.90083
H -0.53000 2.29061 5.66227
H 1.18686 2.28550 7.47354
H 1.16692 0.44385 7.54995
C 1.70886 1.43221 -0.23201
C 1.24210 0.02697 0.13948
C 0.08531 -0.03576 1.17223
O -0.74755 -1.10387 0.75435
C -0.36508 -1.40682 -0.49269
O -1.02451 -2.24653 -1.15602
O 0.53152 -0.51629 -0.93867
H 2.19376 1.50736 -1.20531
H 2.47097 1.74018 0.48386
H 1.02657 2.25550 -0.02043
H 2.03607 -0.68172 0.37504
H -0.40994 0.93496 1.19585
H 0.45052 -0.31732 2.15987
C -2.01475 -4.86150 1.07021
C -0.50470 -4.62579 0.88923
C 0.16405 -3.75687 1.95473
O 0.98061 -4.61395 2.64982
C 1.06971 -5.84143 2.00386
O 1.80188 -6.76406 2.19208
O 0.19911 -5.83999 0.98366
H -2.35384 -5.50137 1.88487
H -2.37776 -5.44901 0.22691
H -2.45626 -3.86656 1.01297
H -0.19751 -4.26183 -0.09121
H -0.54596 -3.44540 2.72087
H 0.73002 -2.91310 1.56000
C 7.80753 -1.07925 0.07698
C 6.61894 -0.70414 0.95028
C 5.38592 -0.11593 0.45640
O 4.39888 -0.90342 1.00679
C 4.88077 -1.86515 1.86343
O 4.20023 -2.69359 2.45345
O 6.24685 -1.87545 1.74634
H 8.63892 -1.40740 0.70085
H 8.10866 -0.31351 -0.63791
H 7.55529 -1.84236 -0.65932
H 6.96987 -0.10046 1.78725
H 5.29672 -0.15270 -0.62932
H 5.30717 0.91894 0.78947
C 1.61561 -3.16568 -3.87517
C 1.49750 -4.63236 -3.36654
C 0.12437 -5.17524 -2.99415
O -0.30892 -5.74897 -4.24897
C 0.78576 -6.13989 -4.88187
O 0.83288 -6.93229 -5.87550
O 1.76630 -5.49652 -4.44725
H 2.64784 -3.00516 -4.18639
H 1.46595 -2.49782 -3.02685
H 1.11987 -2.84272 -4.79061
H 2.20786 -4.83991 -2.56628
H -0.63091 -4.39821 -2.87634
H 0.25342 -6.02314 -2.32147
C -4.37772 1.59588 0.97076
C -3.71379 2.24100 -0.36548
C -2.27246 2.54553 -0.37103
O -2.10720 2.29491 -1.83316
C -2.85962 1.29167 -2.20111
O -2.79844 0.73033 -3.25191
O -3.77205 1.14859 -1.29775
H -5.28610 1.02564 0.77648
H -4.65091 2.26122 1.78977
H -3.59276 0.97246 1.39890
H -4.33372 3.02113 -0.80725
H -1.76464 1.73441 0.15080
H -1.97840 3.53156 -0.01134
C -5.53131 -2.04982 5.39167
C -4.04091 -1.68304 5.39724
C -3.11944 -2.50955 4.62154
O -2.26831 -1.65617 3.94173
C -2.77242 -0.38540 3.96759
O -2.39361 0.60868 3.29427
O -3.75084 -0.38612 4.79818
H -5.70401 -2.98697 5.92085
H -6.03326 -2.04076 4.42417
H -6.05880 -1.28783 5.96546
H -3.73888 -1.54226 6.43505
H -3.72052 -3.09432 3.92523
H -2.55144 -3.16361 5.28311
C -1.12512 7.80589 1.17356
C -0.79291 6.73710 2.30340
C -1.95514 5.81750 2.58768
O -1.43188 4.53782 2.77076
C -0.24726 4.53635 2.22689
O 0.54158 3.66697 1.97999
O 0.05125 5.75465 1.75715
H -1.98462 7.58303 0.54135
H -0.15321 7.98069 0.71211
H -1.40309 8.73827 1.66498
H -0.41835 7.20807 3.21225
H -2.66469 5.91467 1.76597
H -2.56425 5.94348 3.48278
C -0.71396 1.29379 -5.65021
C 0.78664 1.41104 -5.37195
C 1.03492 0.96618 -3.92714
O 1.93758 -0.02866 -4.09397
C 2.40625 -0.02131 -5.43213
O 3.39961 -0.72727 -5.77131
O 1.57678 0.58657 -6.23130
H -0.89828 1.77669 -6.60986
H -1.24361 1.88368 -4.90215
H -1.09779 0.27927 -5.54286
H 1.07414 2.45318 -5.51121
H 0.10238 0.59239 -3.50434
H 1.32615 1.80028 -3.28874
C 1.80733 7.31778 -2.73531
C 2.83567 6.42278 -2.16296
C 2.47306 5.55808 -0.95086
O 2.62200 4.19250 -1.49924
C 3.13132 4.16044 -2.71739
O 3.56654 3.19794 -3.32422
O 3.08628 5.44751 -3.18779
H 0.80554 7.15497 -2.33781
H 1.88601 7.27423 -3.82159
H 1.91070 8.31240 -2.30155
H 3.75949 6.90160 -1.83833
H 1.46915 5.75019 -0.57225
H 3.07011 6.02314 -0.16640
C -2.97702 -2.52707 -4.15108
C -3.94891 -2.05540 -5.31471
C -4.35804 -3.15397 -6.27180
O -5.76223 -3.13494 -6.20322
C -6.15911 -2.56977 -5.10174
O -7.20861 -2.69784 -4.55063
O -5.20042 -1.69220 -4.69189
H -3.24048 -3.53719 -3.83749
H -2.97385 -1.79547 -3.34309
H -2.02143 -2.55865 -4.67449
H -3.32014 -1.27036 -5.73478
H -4.09931 -4.16995 -5.97357
H -4.00678 -2.93063 -7.27919

Atomic forces in eV per Å
1.28 -0.33 -0.09
-0.56 0.34 -2.05
1.35 0.88 1.18
-0.43 0.58 -0.01
-0.53 0.19 0.08
-0.51 -0.36 0.51
-0.81 -0.38 0.61
0.19 -1.00 -0.44
-0.69 -0.10 1.23
-0.15 -0.69 0.45
-0.51 1.63 -0.58
0.83 -0.59 -1.05
0.06 0.03 -0.76
0.22 -0.10 0.24
0.45 -0.51 0.24
-0.20 0.25 0.25
0.93 0.03 1.19
-0.95 0.90 0.70
1.59 0.52 1.31
0.58 0.08 -0.09
-4.13 -1.69 -2.89
3.13 2.54 1.90
-0.45 -1.87 -2.04
-0.35 -0.18 -0.05
0.49 -0.31 0.13
-0.71 -0.41 -0.64
0.31 0.31 0.12
-0.30 -0.33 0.24
-0.14 0.42 0.12
0.57 0.14 -1.34
-0.47 0.04 -0.24
-1.44 0.69 0.28
2.27 -2.52 0.86
0.19 -0.39 -1.03
-0.25 1.17 1.00
0.36 -0.83 0.49
0.56 0.56 0.69
0.05 0.31 -0.39
-0.46 -0.17 0.27
-0.94 0.30 -0.08
-0.38 0.74 -0.42
0.00 -0.04 -0.01
-0.62 -0.12 -0.83
3.60 -0.65 2.29
-0.21 1.06 -1.84
-2.26 -1.53 2.11
0.71 -1.37 -1.37
1.19 2.20 -0.70
-2.36 -0.33 0.08
-0.06 0.10 -0.21
0.13 0.68 0.64
-0.26 -0.60 0.44
0.48 0.63 -0.41
-0.09 0.04 -0.08
-0.27 0.01 -0.11
1.11 -0.59 0.74
-0.78 1.28 -0.56
-0.56 0.50 -1.35
-1.20 -0.71 0.47
-2.28 -4.18 -6.02
-0.45 2.84 3.97
5.32 0.93 0.66
0.31 -0.15 0.26
-0.37 0.19 -0.22
-0.90 -0.49 0.35
0.16 0.20 -0.15
0.16 -0.20 1.25
-0.58 0.43 0.63
1.24 0.88 -0.78
-3.22 -1.53 2.40
-0.26 -1.01 -1.23
3.60 2.59 1.00
-0.48 0.19 -1.48
0.37 -0.41 -0.02
-2.15 -1.41 1.41
0.29 -0.04 -0.55
0.22 0.63 -0.35
-0.25 -0.32 -0.13
0.09 0.28 0.20
0.27 0.31 0.04
0.15 -0.09 -0.64
0.16 0.96 0.21
-1.06 1.57 1.08
-0.24 -2.47 -0.02
1.75 1.24 -1.32
1.65 2.35 -2.79
-0.71 -3.92 2.54
-2.61 1.31 1.16
0.19 -0.12 -0.20
0.46 -0.30 -0.22
0.04 0.02 0.15
0.06 -0.21 0.10
0.38 -0.29 -0.30
0.10 -0.22 -0.28
0.69 -0.19 2.26
-1.98 0.87 -1.27
-2.65 1.42 1.20
-0.10 -1.59 0.26
2.47 -0.24 -2.08
-0.96 -0.94 0.92
1.43 1.09 -0.12
0.54 -0.54 -0.29
-0.39 0.06 -0.64
0.10 0.10 0.10
0.53 -0.06 -0.17
0.06 -0.77 -0.34
0.22 0.78 0.08
0.64 0.78 -0.41
-2.60 1.35 0.38
-1.88 1.30 -0.52
3.02 -1.29 -1.35
4.21 -5.13 0.50
-4.03 3.19 1.43
-0.10 0.82 0.62
-0.41 -0.51 -0.20
0.08 0.04 0.07
0.16 -0.02 -0.33
0.27 -0.08 -0.20
0.00 -0.32 0.07
0.63 -0.08 -0.03
-0.72 1.49 0.94
0.00 -1.51 0.03
-0.96 0.70 -1.29
-0.08 -0.02 3.21
1.07 0.79 -1.59
-1.32 1.82 1.40
1.14 -0.88 -0.71
-0.23 -1.00 -0.57
-0.31 0.43 0.20
0.62 0.47 -0.66
0.19 0.31 -0.97
-0.34 -0.76 -0.47
0.87 -1.86 0.54
-0.86 -0.01 -1.74
1.41 -0.81 2.96
0.50 -0.02 -0.46
-0.79 -1.42 -1.81
-0.45 1.84 1.35
0.10 -0.13 -0.24
0.52 0.21 -0.12
0.00 0.08 0.30
0.06 -0.17 -0.14
0.44 -0.14 0.49
-1.25 0.70 -0.48
0.68 0.14 0.02
-0.29 -0.29 -0.07

net charge = +1
2S+1 = 2
E_HOMO (alpha / beta) = -10.976 / -10.976 eV